Density functional theory data (wB97M-V/def2-TZVPD) for 2 unconnected molecules or ions with the total composition C6H12O.

Total charge: 0
2S+1: 1
E_LUMO in eV: 0.93
Energy relative to the best compared isomer or geometry (same formula, charge and spin) in kcal per mole: 59.27

Structure (XYZ):
```
19
C6H12O wB97M-V/def2-TZVPD
C 1.506 1.070 0.838
C 0.502 -0.014 1.110
C -0.748 0.002 0.680
C -2.008 -0.724 0.446
C -1.759 0.665 -0.144
O -2.478 1.772 0.319
H 1.732 1.638 1.748
H 2.452 0.643 0.483
H 1.143 1.767 0.075
H 0.862 -0.900 1.635
H -1.994 -1.579 -0.230
H -2.740 -0.794 1.249
H -1.604 0.727 -1.221
H -2.133 2.002 1.190
C 1.454 -1.257 -1.642
H 2.275 -1.423 -0.939
H 1.755 -0.520 -2.389
H 1.183 -2.201 -2.117
H 0.600 -0.872 -1.091
```

Here are the natural (NBO) charges for atoms 1 to 4, given in e: -0.65, -0.14, -0.07, -0.47

Density functional theory data (wB97M-V/def2-TZVPD) for a single C6H12O molecule.

Total charge: 0
2S+1: 1
E_LUMO in eV: 1.11
Energy relative to the best compared isomer or geometry (same formula, charge and spin) in kcal per mole: 27.32

Structure (XYZ):
```
19
C6H12O wB97M-V/def2-TZVPD
C -1.923 -1.096 -0.544
C -0.803 -0.073 -0.304
C -1.368 1.159 0.399
C 0.327 -0.744 0.458
O 1.230 -1.486 -0.358
C 1.761 -0.418 0.418
C 2.380 0.794 -0.228
H -2.706 -0.668 -1.182
H -1.551 -2.006 -1.026
H -2.397 -1.383 0.404
H -0.398 0.222 -1.280
H -1.750 0.905 1.396
H -2.208 1.565 -0.178
H -0.619 1.950 0.511
H 0.009 -1.256 1.372
H 2.353 -0.800 1.255
H 1.676 1.363 -0.841
H 3.243 0.522 -0.845
H 2.743 1.448 0.574
```

Here are the natural (NBO) charges for atoms 1 to 4, given in e: -0.60, -0.25, -0.60, 0.07

Density functional theory data (wB97M-V/def2-TZVPD) for a single C6H12O molecule.

Total charge: 0
2S+1: 1
E_LUMO in eV: 1.11
Energy relative to the best compared isomer or geometry (same formula, charge and spin) in kcal per mole: 9.80

Structure (XYZ):
```
19
C6H12O wB97M-V/def2-TZVPD
C 1.461 -2.130 -0.237
C 1.048 -0.736 -0.705
C -0.014 -0.080 0.196
C -1.365 -0.675 -0.135
O -2.017 -1.401 0.575
C -0.087 1.436 -0.032
C -1.142 2.141 0.827
H 2.123 -2.611 -0.965
H 1.996 -2.077 0.718
H 0.590 -2.779 -0.093
H 1.928 -0.081 -0.748
H 0.662 -0.785 -1.734
H 0.198 -0.301 1.250
H -1.745 -0.375 -1.142
H -0.288 1.614 -1.098
H 0.903 1.866 0.165
H -1.430 3.103 0.392
H -0.767 2.330 1.838
H -2.054 1.541 0.929
```

Here are the natural (NBO) charges for atoms 1 to 4, given in e: -0.61, -0.38, -0.34, 0.45

Density functional theory data (wB97M-V/def2-TZVPD) for a single C6H12O molecule.

Total charge: 0
2S+1: 1
E_LUMO in eV: 0.96
Energy relative to the best compared isomer or geometry (same formula, charge and spin) in kcal per mole: 0.32

Structure (XYZ):
```
19
C6H12O wB97M-V/def2-TZVPD
C 1.853 -0.751 -0.629
C 0.649 -0.254 0.164
O 0.963 -0.224 1.559
C 0.169 1.137 -0.287
C -1.243 1.230 0.286
C -1.819 -0.167 -0.003
C -0.613 -1.137 0.058
H 2.686 -0.043 -0.529
H 1.618 -0.839 -1.696
H 2.190 -1.726 -0.262
H 1.681 0.412 1.681
H 0.847 1.932 0.049
H 0.138 1.176 -1.385
H -1.184 1.410 1.365
H -1.846 2.028 -0.160
H -2.250 -0.171 -1.011
H -2.620 -0.438 0.691
H -0.571 -1.781 -0.827
H -0.648 -1.791 0.935
```

Here are the natural (NBO) charges for atoms 1 to 4, given in e: -0.63, 0.25, -0.73, -0.43

Density functional theory data (wB97M-V/def2-TZVPD) for 2 unconnected molecules or ions with the total composition C6H12O.

Total charge: 0
2S+1: 1
E_LUMO in eV: 1.08
Energy relative to the best compared isomer or geometry (same formula, charge and spin) in kcal per mole: 48.28

Structure (XYZ):
```
19
C6H12O wB97M-V/def2-TZVPD
C 1.221 1.182 -0.857
C 0.583 0.088 -1.272
C 0.367 -1.181 -0.486
C 1.214 -1.301 0.775
O 2.597 -1.388 0.501
H 1.310 2.057 -1.495
H 1.669 1.262 0.133
H 0.152 0.093 -2.274
H -0.698 -1.245 -0.221
H 0.581 -2.042 -1.133
H 0.996 -0.462 1.458
H 0.953 -2.220 1.307
H 2.817 -0.662 -0.098
C -2.077 0.730 1.533
C -2.444 1.191 0.343
H -2.804 0.468 2.299
H -1.028 0.599 1.791
H -1.704 1.451 -0.412
H -3.489 1.329 0.079
```

Here are the natural (NBO) charges for atoms 1 to 4, given in e: -0.44, -0.16, -0.49, -0.06

Density functional theory data (wB97M-V/def2-TZVPD) for a single C6H12O molecule.

Total charge: 0
2S+1: 1
E_LUMO in eV: 0.95
Energy relative to the best compared isomer or geometry (same formula, charge and spin) in kcal per mole: 27.55

Structure (XYZ):
```
19
C6H12O wB97M-V/def2-TZVPD
C -1.296 -0.686 1.546
C -0.095 0.138 1.139
O 1.147 -0.500 1.490
C 1.532 -0.585 0.112
C 0.286 0.196 -0.379
C 0.537 1.608 -0.908
C -0.592 -0.560 -1.355
H -1.330 -0.799 2.634
H -2.218 -0.194 1.219
H -1.263 -1.680 1.090
H -0.154 1.139 1.593
H 1.562 -1.628 -0.236
H 2.495 -0.103 -0.092
H 0.470 2.295 -0.068
H -0.192 1.922 -1.674
H 1.530 1.729 -1.349
H -1.601 -0.131 -1.413
H -0.678 -1.595 -1.042
H -0.163 -0.542 -2.368
```

Here are the natural (NBO) charges for atoms 1 to 4, given in e: -0.64, 0.12, -0.54, -0.05

Density functional theory data (wB97M-V/def2-TZVPD) for 2 unconnected molecules or ions with the total composition C6H12O.

Total charge: 0
2S+1: 1
E_LUMO in eV: 1.00
Energy relative to the best compared isomer or geometry (same formula, charge and spin) in kcal per mole: 110.03

Structure (XYZ):
```
19
C6H12O wB97M-V/def2-TZVPD
C -0.643 0.085 2.099
C 0.473 -0.250 1.147
O 1.650 -0.356 1.901
C 0.319 -1.158 0.099
C -0.690 -0.997 -0.978
C 0.024 0.069 -1.788
C -0.031 1.457 -1.296
H -1.588 0.184 1.565
H -0.418 1.011 2.631
H -0.742 -0.715 2.836
H 0.487 1.084 0.204
H 2.351 -0.601 1.279
H 1.164 -1.814 -0.119
H -1.667 -0.630 -0.639
H -0.843 -1.910 -1.561
H 0.960 -0.238 -2.256
H -0.989 1.846 -0.965
H -0.545 0.716 -2.594
H 0.691 2.187 -1.612
```

Here are the natural (NBO) charges for atoms 1 to 4, given in e: -0.64, 0.23, -0.70, -0.28

Density functional theory data (wB97M-V/def2-TZVPD) for 2 unconnected molecules or ions with the total composition C6H12O.

Total charge: 0
2S+1: 1
E_LUMO in eV: -2.87
Energy relative to the best compared isomer or geometry (same formula, charge and spin) in kcal per mole: 195.68

Structure (XYZ):
```
19
C6H12O wB97M-V/def2-TZVPD
C 1.297 -0.378 0.246
O 2.457 -0.112 0.581
C 0.876 0.490 -0.944
C -0.539 0.168 -1.620
C -1.583 -0.428 -0.678
C -2.698 0.334 -0.293
C -3.609 0.254 0.758
H 0.424 -0.329 0.982
H 0.812 -1.370 0.072
H 6.835 -0.606 2.914
H 1.785 0.316 -1.627
H 0.912 1.504 -0.580
H -0.162 -0.567 -2.479
H -1.082 1.116 -2.002
H -1.495 -1.398 -0.257
H -2.793 1.219 -0.975
H -4.563 0.849 0.959
H 6.261 -0.602 3.384
H -3.132 -0.460 1.558
```

Here are the natural (NBO) charges for atoms 1 to 4, given in e: 0.01, -0.61, -0.41, -0.49

Density functional theory data (wB97M-V/def2-TZVPD) for a single C6H12O molecule.

Total charge: 0
2S+1: 1
E_LUMO in eV: 0.93
Energy relative to the best compared isomer or geometry (same formula, charge and spin) in kcal per mole: 20.04

Structure (XYZ):
```
19
C6H12O wB97M-V/def2-TZVPD
C 1.915 -0.842 -0.270
C 0.632 -0.143 0.142
O 0.601 -0.108 1.591
C 0.194 1.246 -0.318
C -1.326 1.230 0.033
C -1.706 -0.260 0.243
C -0.594 -0.964 -0.476
H 2.406 -0.374 -1.119
H 1.621 -1.858 -0.538
H 2.624 -0.947 0.560
H 1.489 0.117 1.908
H 0.715 2.087 0.152
H 0.353 1.306 -1.399
H -1.524 1.779 0.956
H -1.907 1.692 -0.770
H -2.723 -0.522 -0.047
H -1.546 -0.520 1.286
H -0.768 -0.888 -1.566
H -0.460 -2.029 -0.369
```

Here are the natural (NBO) charges for atoms 1 to 4, given in e: -0.63, 0.26, -0.75, -0.43

Density functional theory data (wB97M-V/def2-TZVPD) for 2 unconnected molecules or ions with the total composition C6H12O.

Total charge: 0
2S+1: 1
E_LUMO in eV: 0.96
Energy relative to the best compared isomer or geometry (same formula, charge and spin) in kcal per mole: 50.63

Structure (XYZ):
```
19
C6H12O wB97M-V/def2-TZVPD
C 1.458 0.725 -1.119
C 0.678 -0.065 -0.406
C 0.872 -1.116 0.657
O -0.517 -1.486 0.562
C -0.769 -0.499 -0.466
C -1.147 -1.110 -1.799
H 1.059 1.340 -1.921
H 2.527 0.777 -0.929
H 1.546 -1.921 0.341
H 1.138 -0.790 1.672
H -1.531 0.218 -0.123
H -2.078 -1.677 -1.720
H -1.272 -0.313 -2.542
H -0.343 -1.774 -2.133
C -0.347 1.540 2.015
H -0.789 0.542 2.117
H -1.138 2.292 1.970
H 0.319 1.736 2.858
H 0.227 1.578 1.098
```

Here are the natural (NBO) charges for atoms 1 to 4, given in e: -0.42, 0.00, -0.11, -0.53

Density functional theory data (wB97M-V/def2-TZVPD) for a single C6H12O molecule.

Total charge: 0
2S+1: 1
E_LUMO in eV: 1.01
Energy relative to the best compared isomer or geometry (same formula, charge and spin) in kcal per mole: 32.64

Structure (XYZ):
```
19
C6H12O wB97M-V/def2-TZVPD
C 1.277 0.771 0.855
C 0.711 -0.445 0.108
C 1.692 -0.848 -0.997
C -0.701 -0.320 -0.488
C -1.918 -0.753 0.296
C -1.797 0.664 -0.144
O -1.662 1.620 0.865
H 0.585 1.165 1.603
H 2.191 0.477 1.384
H 1.553 1.574 0.157
H 0.671 -1.270 0.832
H 2.665 -1.125 -0.578
H 1.851 -0.014 -1.693
H 1.316 -1.700 -1.574
H -0.734 -0.602 -1.540
H -2.655 -1.416 -0.148
H -1.754 -0.893 1.362
H -2.423 0.984 -0.980
H -0.867 2.133 0.682
```

Here are the natural (NBO) charges for atoms 1 to 4, given in e: -0.62, -0.22, -0.60, -0.25

Density functional theory data (wB97M-V/def2-TZVPD) for 2 unconnected molecules or ions with the total composition C6H12O.

Total charge: 0
2S+1: 1
E_LUMO in eV: 0.85
Energy relative to the best compared isomer or geometry (same formula, charge and spin) in kcal per mole: 55.49

Structure (XYZ):
```
19
C6H12O wB97M-V/def2-TZVPD
C -0.864 0.897 1.695
C -0.119 0.739 0.606
C 0.181 -0.509 -0.119
C -0.755 -1.077 -0.886
C 1.649 -0.889 -0.198
C 2.463 0.222 -0.921
H -0.980 1.883 2.141
H -1.043 0.082 2.399
H 0.670 1.486 0.415
H -1.703 -0.652 -1.191
H -0.664 -2.090 -1.286
H 1.740 -1.786 -0.812
H 2.074 -1.078 0.791
H 1.907 0.506 -1.816
H 2.826 1.034 -0.299
H 3.329 -0.273 -1.382
O -3.557 0.138 0.094
H -2.879 0.566 0.649
H -4.274 0.801 0.119
```

Here are the natural (NBO) charges for atoms 1 to 4, given in e: -0.44, -0.18, -0.05, -0.38

The E_tot results, record by record, are as follows: -8461.784, -8463.169, -8463.929, -8464.340, -8462.260, -8463.159, -8459.583, -8455.868, -8463.485, -8462.159, -8462.939, -8461.948 eV.